{
  "formula": "C24H20BClO16PS",
  "method": "wB97M-V/def2-TZVPD",
  "species": ["S", "P", "B", "Cl", "H", "H", "H", "H", "C", "C", "C", "O", "C", "C", "C", "O", "O", "O", "H", "H", "H", "H", "C", "C", "C", "O", "C", "C", "C", "O", "O", "O", "H", "H", "H", "H", "C", "C", "C", "O", "C", "C", "C", "O", "O", "O", "H", "H", "H", "H", "C", "C", "C", "O", "C", "C", "C", "O", "O", "O", "H", "H", "H", "H"],
  "xyz": [[1.515641, 6.084606, -2.062067], [1.255379, 4.143506, -2.256658], [2.854138, 3.113842, -1.839846], [2.244925, 1.490763, -1.055902], [0.133007, 3.693935, -1.526920], [0.918516, 3.902808, -3.629082], [3.549191, 3.672091, -1.048405], [3.413043, 2.934256, -2.885957], [-3.384022, 1.238274, 1.292887], [-2.278983, 1.898551, 0.928247], [-2.343765, 3.105858, 0.051662], [-1.318337, 3.684863, -0.228962], [-3.653824, 3.535475, -0.436635], [-4.751684, 2.870090, -0.074967], [-4.693026, 1.683597, 0.827185], [-5.733567, 1.129225, 1.136159], [-5.976065, 3.226916, -0.497041], [-1.065070, 1.513440, 1.322616], [-3.351914, 0.365200, 1.928707], [-3.683469, 4.399380, -1.087208], [-6.580645, 2.587290, -0.089353], [-0.432440, 2.132462, 0.910632], [3.046566, -4.943544, 0.375725], [2.636300, -3.943866, 1.159108], [2.325718, -2.589170, 0.611475], [1.937097, -1.731254, 1.374409], [2.508466, -2.369278, -0.823352], [2.921739, -3.370081, -1.604660], [3.207430, -4.729242, -1.061164], [3.564436, -5.609437, -1.822320], [3.104323, -3.216474, -2.923939], [2.475426, -4.093429, 2.480167], [3.271388, -5.927855, 0.762093], [2.297747, -1.379129, -1.209367], [3.399453, -4.082365, -3.243980], [2.173646, -3.225955, 2.801616], [-3.664868, 4.879848, -5.172511], [-3.974658, 4.728702, -6.460804], [-2.950575, 4.859797, -7.539037], [-3.295244, 4.693146, -8.695822], [-1.583668, 5.189758, -7.152424], [-1.266897, 5.346540, -5.861372], [-2.286995, 5.185310, -4.782546], [-1.934055, 5.317637, -3.635209], [-0.031615, 5.659947, -5.471117], [-5.222088, 4.447734, -6.868774], [-4.398541, 4.782754, -4.384323], [-0.855864, 5.301518, -7.943084], [-0.047455, 5.730363, -4.491049], [-5.164347, 4.389049, -7.835575], [2.721669, -4.500193, 7.366708], [2.865573, -5.421725, 8.321343], [2.387325, -6.824669, 8.141147], [2.562096, -7.624449, 9.039709], [1.726594, -7.169803, 6.884746], [1.580405, -6.247717, 5.929627], [2.076671, -4.851470, 6.102725], [1.923347, -4.065708, 5.193588], [0.988592, -6.518799, 4.762928], [3.446446, -5.146008, 9.495706], [3.064729, -3.482319, 7.486632], [1.373171, -8.184416, 6.768959], [1.029556, -5.691719, 4.250640], [3.423930, -5.978455, 9.994283]],
  "forces_ev_per_angstrom": [[-0.2, 0.9, -0.1], [0.6, 0.0, -0.3], [0.0, -0.2, -0.1], [-0.1, -0.5, 0.1], [0.3, -0.1, -0.6], [-0.2, -0.4, 0.5], [-0.1, 0.3, 0.1], [0.0, -0.2, -0.1], [-0.6, 0.0, 0.0], [0.5, -0.6, 0.4], [-0.5, 0.4, -0.4], [0.0, -0.1, 0.5], [0.2, 0.1, 0.0], [-0.2, 0.5, -0.4], [0.6, -0.5, 0.4], [-0.3, 0.1, -0.1], [0.3, -0.2, 0.2], [-0.4, 0.5, -0.3], [0.0, 0.0, 0.0], [0.0, 0.0, 0.0], [-0.2, -0.1, 0.1], [0.3, -0.1, -0.1], [0.1, -0.2, -0.4], [0.1, -0.6, 0.5], [0.0, 0.5, -0.8], [-0.1, -0.1, 0.4], [-0.1, 0.2, 0.3], [-0.1, 0.5, -0.4], [0.0, -0.3, 0.6], [0.0, 0.1, -0.3], [0.0, -0.2, 0.4], [0.0, 0.2, -0.6], [0.0, 0.0, 0.0], [0.0, 0.0, 0.0], [0.1, -0.2, -0.2], [-0.1, 0.2, 0.3], [0.2, 0.0, 0.2], [-0.6, -0.1, 0.4], [1.0, 0.2, 0.0], [-0.4, -0.1, -0.1], [-0.5, -0.2, -0.5], [1.1, 0.3, -0.2], [-0.6, -0.1, 0.0], [0.1, 0.0, 0.4], [-0.9, -0.2, 0.1], [0.4, 0.1, 0.0], [0.0, 0.0, 0.0], [0.0, 0.0, 0.0], [0.4, 0.1, 0.2], [0.0, 0.0, -0.3], [-0.1, 0.1, -0.4], [0.3, 0.6, 0.3], [-0.4, -0.5, -0.6], [0.2, 0.1, 0.3], [0.2, -0.1, 0.5], [-0.4, -0.7, -0.4], [0.4, 0.4, 0.6], [-0.2, 0.1, -0.2], [0.2, 0.3, 0.4], [-0.2, -0.3, -0.3], [0.0, 0.0, 0.0], [0.0, 0.0, 0.0], [0.0, 0.1, -0.2], [0.0, -0.2, 0.2]],
  "mulliken_charge": [-0.579, 0.288, 0.224, -0.363, -0.041, -0.012, -0.153, -0.165, -0.949, 0.340, 0.949, -0.619, -1.065, 0.466, 0.971, -0.649, -0.584, -0.548, 0.432, 0.494, 0.343, 0.339, -0.893, 0.029, 1.219, -0.615, -0.827, 0.326, 0.936, -0.635, -0.571, -0.443, 0.430, 0.309, 0.342, 0.390, -1.117, 0.428, 1.008, -0.647, -0.863, 0.372, 1.012, -0.474, -0.588, -0.590, 0.440, 0.425, 0.138, 0.345, -1.032, 0.404, 0.983, -0.623, -0.915, 0.371, 0.934, -0.502, -0.581, -0.572, 0.437, 0.421, 0.320, 0.350],
  "total_charge": -1,
  "homo_energy_ev": -4.47,
  "energy_ha": -3355.08408,
  "lumo_energy_ev": -0.42
}